250
Properties=species:S:1:pos:R:3:forces:R:3 method="wB97M-V/def2-TZVPD" max_force_ev_per_a=3.1 lumo_ha=0.008 multiplicity=1 total_energy_ha=-4277.0401
C 17.379730 -7.690580 19.957890 0.4 0.4 0.1
O 18.701060 -7.565680 19.374690 -1.3 0.8 1.4
H 16.576600 -7.230640 19.382100 0.2 0.0 -0.6
H 17.074530 -8.710370 20.192390 0.3 -0.3 -0.2
H 17.318540 -7.154680 20.905080 0.5 0.1 0.1
H 18.800630 -8.269890 18.729880 0.1 -0.9 -0.3
C 27.470500 -9.129380 24.539880 -0.5 -1.5 -0.3
O 26.914840 -7.876170 24.377310 0.0 1.1 1.3
H 26.672670 -9.872010 24.531290 -0.3 -0.5 -0.3
H 28.146970 -9.395670 23.727740 0.3 0.0 0.0
H 27.924550 -9.340540 25.508040 0.4 0.8 0.1
H 26.960720 -7.617570 23.453930 0.1 -0.3 -1.0
C 26.203210 -10.250830 18.571840 -0.7 0.1 0.9
C 27.507760 -9.638560 18.126800 0.2 -1.0 -0.4
C 28.748270 -10.345300 18.778500 -1.2 0.9 -0.7
O 28.681710 -10.270110 20.184590 0.4 -0.5 0.1
C 29.607060 -11.182590 20.769410 -0.2 0.5 0.9
N 27.492990 -9.687280 16.646900 0.4 -0.1 0.4
H 26.115690 -10.266400 19.658210 0.2 0.2 0.1
H 26.010290 -11.287870 18.297220 0.5 -0.1 -0.5
H 25.352270 -9.674300 18.209070 0.1 0.1 -0.1
H 27.509880 -8.586150 18.410550 0.1 0.1 0.1
H 29.607650 -9.792830 18.398560 0.5 -0.2 0.0
H 28.791200 -11.396560 18.493700 0.0 -0.1 -0.4
H 29.321650 -12.230590 20.678060 -0.2 -0.1 -0.5
H 29.599000 -10.997270 21.843510 0.1 0.2 0.0
H 30.625680 -11.032920 20.411490 0.0 0.0 -0.2
H 27.389640 -10.647260 16.350500 -0.3 -0.3 0.0
H 28.361840 -9.405180 16.216060 0.3 0.4 0.2
C 23.717130 -8.961300 22.258720 0.8 -0.4 -0.4
C 23.605230 -8.921680 20.731740 -1.3 -0.2 -0.5
C 22.146180 -9.210510 20.202440 1.0 -0.5 0.7
O 21.781090 -10.510610 20.643350 0.2 0.0 0.8
C 20.462440 -10.911910 20.336180 0.0 0.5 -0.6
N 24.143960 -7.634980 20.225610 -0.2 -0.8 0.6
H 23.173270 -8.235230 22.862980 -0.6 -0.1 -0.5
H 24.762170 -8.744230 22.479790 0.3 0.0 0.1
H 23.562570 -9.982780 22.606250 -0.4 0.1 0.1
H 24.217020 -9.741980 20.356340 0.1 -0.1 0.0
H 22.084880 -9.234960 19.114440 0.2 0.5 -0.4
H 21.491720 -8.433530 20.597500 -0.4 0.0 0.1
H 20.400040 -11.256930 19.304110 0.0 -0.2 -0.3
H 19.778240 -10.063990 20.367980 -0.2 0.1 0.4
H 20.125510 -11.714130 20.992700 0.2 0.1 0.2
H 23.521180 -7.255740 19.526740 0.0 0.1 -0.3
H 24.020510 -7.035240 21.028840 0.1 0.7 -0.2
C 26.668990 -3.176600 13.507850 -0.5 -0.2 -0.1
C 26.663760 -3.269960 15.053170 0.7 1.1 -1.5
C 26.248970 -4.625490 15.512700 0.3 -0.4 -0.1
O 26.039500 -4.643260 16.903620 -1.3 -0.3 0.3
C 25.574180 -5.924580 17.364670 1.0 0.6 0.2
N 28.026520 -3.007680 15.461100 0.8 -0.4 0.7
H 25.697540 -3.277160 13.023840 -0.4 0.1 0.4
H 27.252860 -3.977360 13.053990 0.4 0.0 0.3
H 27.055160 -2.216840 13.164570 0.2 0.0 0.2
H 26.033580 -2.483030 15.467550 -0.7 -0.2 0.0
H 27.043780 -5.347410 15.325060 0.3 -0.1 -0.5
H 25.407610 -4.897800 14.875470 -0.7 -0.4 0.5
H 24.659630 -6.274580 16.885930 0.0 0.2 -0.2
H 25.418760 -5.870900 18.442190 -0.1 0.2 -0.1
H 26.388700 -6.632030 17.209170 -0.1 -0.4 -0.2
H 28.334230 -2.065420 15.267280 -0.2 0.1 -0.1
H 28.061270 -3.132980 16.462690 0.3 0.0 0.2
C 13.100980 -13.139640 18.780410 -0.2 -0.7 -0.4
C 13.265840 -12.145120 19.912600 0.3 -0.1 -1.1
C 14.668150 -11.507270 19.941050 0.5 -1.4 0.4
O 15.682370 -12.546230 20.161290 0.4 1.0 -1.2
C 17.006800 -12.061140 19.818620 -0.3 -0.1 0.9
N 12.246670 -11.126880 19.662700 0.1 0.6 0.8
H 13.887630 -13.888430 18.687600 0.1 0.1 0.2
H 12.991570 -12.638060 17.818870 0.4 0.3 -0.1
H 12.147340 -13.659470 18.872260 0.0 -0.1 0.3
H 13.051190 -12.666790 20.845270 0.1 0.2 0.2
H 14.745410 -10.780460 20.749680 -0.1 0.1 0.2
H 14.822270 -10.961420 19.010250 0.2 -0.1 -0.3
H 17.165390 -11.738020 18.789770 -0.7 0.3 -0.2
H 17.804490 -12.793950 19.940190 -0.6 -0.7 0.4
H 17.260160 -11.274370 20.529180 0.1 0.4 -0.2
H 12.156050 -10.883120 18.686760 0.1 -0.4 -0.3
H 12.574030 -10.269380 20.084170 -0.3 0.3 0.4
C 23.486030 -9.455310 25.647230 0.0 0.2 0.8
C 24.197510 -9.093910 26.953090 2.0 0.2 0.4
C 24.990220 -10.314510 27.553350 -2.1 0.8 -0.3
O 24.083910 -11.398050 27.573660 0.0 -0.7 -0.4
C 24.446360 -12.601330 28.235690 -0.1 0.4 0.8
N 25.178200 -7.993000 26.805450 -0.1 0.1 -0.8
H 22.740410 -10.205960 25.909310 -0.2 0.2 -0.3
H 24.145480 -9.900710 24.902360 0.4 0.0 0.2
H 23.040320 -8.579490 25.175660 -0.2 0.0 0.2
H 23.581260 -8.661960 27.741600 -0.9 -0.8 -0.2
H 25.211860 -9.989300 28.569820 0.7 -0.3 0.2
H 25.857530 -10.483350 26.915100 0.3 -0.3 0.1
H 25.454420 -12.966660 28.039580 0.1 0.2 -0.4
H 23.732070 -13.391460 28.004200 0.0 0.2 -0.4
H 24.353830 -12.433220 29.308660 0.2 0.0 0.3
H 25.978080 -8.091720 27.414170 -0.1 -0.1 0.4
H 25.584130 -7.987130 25.880640 0.0 0.1 -0.3
C 20.219430 -8.495440 16.232110 -0.3 1.8 -2.0
C 18.717860 -8.674180 16.454650 1.1 0.8 -0.7
C 17.951780 -9.200670 15.285010 0.6 -1.2 -1.0
O 16.593000 -9.356290 15.565860 -0.8 0.2 0.9
C 15.749500 -10.084880 14.650230 0.8 1.1 0.9
N 18.797950 -9.615370 17.489780 -1.5 -1.6 2.1
H 20.745120 -9.422480 16.003330 -0.1 -0.1 0.4
H 20.638080 -7.932480 17.066330 0.1 -0.4 0.1
H 20.348140 -7.880720 15.341230 0.4 0.3 -0.1
H 18.284120 -7.713040 16.730640 -0.1 0.1 0.4
H 18.356440 -10.204380 15.154900 0.3 -0.4 -0.6
H 18.195660 -8.617730 14.396870 -0.4 0.2 -0.4
H 15.569170 -9.374360 13.843550 -0.1 -0.7 -0.6
H 14.817230 -10.287230 15.177530 0.1 0.2 0.0
H 16.191120 -11.049960 14.401840 0.1 0.2 -0.5
H 17.960900 -10.180560 17.492120 -0.7 0.1 0.5
H 19.458330 -10.322280 17.199460 0.3 -0.2 0.4
C 27.536530 -5.600050 20.776400 0.8 1.6 0.6
C 28.214520 -6.885180 21.099920 0.1 -0.9 -2.2
C 29.432070 -6.705020 22.023720 -1.6 0.2 -0.4
O 30.330790 -5.798120 21.453490 0.6 0.1 0.3
C 31.458090 -5.672900 22.308000 0.4 0.4 -0.6
N 27.293360 -7.898020 21.567320 0.0 -0.3 1.5
H 27.565310 -5.125430 21.757220 -0.6 0.9 -0.1
H 26.550250 -5.520280 20.319260 -0.1 -0.9 0.3
H 28.172160 -5.018300 20.108850 0.2 0.1 0.2
H 28.498620 -7.353370 20.157490 1.2 0.6 -0.5
H 29.872410 -7.677190 22.245240 0.3 -0.2 -0.1
H 29.054550 -6.280810 22.954110 -0.1 -0.1 0.5
H 32.149490 -4.924910 21.919960 -0.1 -0.1 -0.5
H 31.974520 -6.632340 22.337550 0.1 -0.1 0.4
H 31.232250 -5.277870 23.298480 -0.5 -0.4 0.3
H 26.461600 -7.881030 20.994610 -0.3 0.1 -0.2
H 27.802330 -8.733070 21.314840 -0.5 -0.8 0.3
C 16.873860 -5.272630 25.697530 1.5 -0.8 -0.8
C 18.451910 -5.218060 25.649440 -1.0 1.0 -0.3
C 19.049470 -5.288270 24.193240 -1.1 -0.6 2.2
O 18.732410 -6.575990 23.747200 0.0 -0.7 -1.2
C 19.492900 -6.971380 22.600460 -0.4 0.6 0.0
N 18.795960 -3.934300 26.310430 0.1 -0.2 -0.6
H 16.521980 -5.107730 26.715910 0.0 0.3 -0.2
H 16.530350 -6.250510 25.360120 0.0 -0.1 0.1
H 16.496650 -4.567150 24.957190 -0.2 0.3 0.3
H 18.839850 -6.055080 26.229950 0.2 0.1 0.0
H 20.127190 -5.154070 24.286030 0.3 0.1 -0.2
H 18.590180 -4.498500 23.598750 0.1 0.1 -0.4
H 19.144910 -7.903610 22.155530 0.2 -0.5 0.9
H 20.546980 -6.933610 22.875370 0.2 -0.4 -0.3
H 19.329130 -6.323660 21.739220 0.1 0.7 0.1
H 19.690590 -3.605620 25.976190 0.8 -0.3 0.3
H 18.215050 -3.239670 25.863070 -0.6 0.3 0.2
C 22.596340 -13.399830 22.860110 -0.1 0.1 -1.2
C 22.714680 -12.634320 24.118410 0.6 0.3 2.2
C 21.394850 -12.714700 24.929400 0.8 0.4 -0.3
O 20.296820 -12.226300 24.176220 0.0 0.8 -0.3
C 20.402930 -10.811920 23.825310 0.0 -1.2 0.3
N 23.860980 -13.057500 24.979400 -0.9 -0.5 0.1
H 21.933920 -12.843970 22.196550 -0.2 -0.1 -0.1
H 22.154340 -14.385270 23.007290 0.2 -0.1 0.1
H 23.537220 -13.455530 22.312630 0.1 -0.3 0.1
H 22.930070 -11.577130 23.963240 -0.5 0.2 -0.7
H 21.529660 -12.185570 25.872780 -0.1 0.6 0.1
H 21.188430 -13.727510 25.275380 -0.2 -0.3 -0.6
H 20.468340 -10.236110 24.748490 0.0 0.3 -0.1
H 19.525670 -10.535920 23.240220 -0.2 -0.2 0.3
H 21.250150 -10.601970 23.172430 0.2 -0.1 0.1
H 24.720880 -12.839140 24.496700 -0.4 -0.1 -0.5
H 23.907750 -12.412190 25.754960 -0.4 0.1 0.5
C 23.860870 -5.279230 24.002240 -1.6 -1.2 -0.6
C 24.282390 -4.461350 22.779290 -0.8 -0.1 0.2
C 23.111380 -4.181840 21.775170 0.8 -0.5 -0.1
O 22.493750 -5.373940 21.294790 0.0 0.8 0.2
C 21.525820 -5.113710 20.273270 -0.1 -0.9 0.9
N 24.649220 -3.186020 23.336160 0.5 0.9 0.3
H 22.830340 -5.012150 24.236290 -0.1 0.4 0.2
H 24.404740 -5.264990 24.946760 0.6 0.5 -0.4
H 23.749270 -6.336410 23.761370 0.3 -0.2 -0.2
H 25.172340 -4.901820 22.329750 -0.3 -0.5 -0.6
H 23.430110 -3.638610 20.885560 0.8 0.1 -0.2
H 22.441020 -3.445760 22.218910 -0.6 -0.4 0.6
H 20.607110 -4.722080 20.709970 0.0 0.3 0.1
H 21.270880 -6.111750 19.916860 -0.1 0.2 -0.5
H 21.859730 -4.441840 19.482570 0.3 -0.1 0.0
H 25.470520 -3.412600 23.878580 0.2 0.5 0.5
H 24.970420 -2.535660 22.633340 0.0 0.1 -0.3
C 28.698240 -13.583550 25.530040 0.1 -0.4 0.4
C 27.293450 -13.316980 25.153760 -0.8 -0.2 -1.8
C 27.214940 -12.994710 23.651370 -0.2 0.4 0.5
O 25.911460 -12.528740 23.322860 1.0 -0.4 -0.7
C 25.931680 -11.963930 22.035720 -1.7 0.4 0.0
N 26.473840 -14.512690 25.472710 -0.2 1.1 0.5
H 28.654030 -13.888530 26.575570 0.5 0.0 0.0
H 29.333990 -12.709780 25.386980 0.2 -0.2 -0.1
H 28.971060 -14.448480 24.925440 0.8 0.0 0.1
H 26.967560 -12.383300 25.612170 -0.6 -0.3 0.7
H 27.481620 -13.886580 23.084330 -0.1 -0.3 -0.3
H 27.872800 -12.185820 23.333530 0.6 0.0 0.3
H 26.463150 -11.012420 22.052140 0.6 -0.1 -0.4
H 24.899050 -11.710830 21.795450 -0.2 0.1 0.1
H 26.178530 -12.678720 21.250710 0.8 0.0 0.0
H 25.505890 -14.254030 25.345140 -0.5 0.0 0.4
H 26.564100 -15.249250 24.787550 0.7 -0.1 -0.3
C 15.909120 -17.075960 19.422650 -0.3 0.9 0.3
C 17.227010 -17.284420 20.120780 1.6 -1.1 -0.5
C 18.248780 -16.191340 19.727920 0.0 0.0 0.4
O 19.653230 -16.526050 19.936270 -0.6 0.9 0.0
C 20.555620 -15.399250 19.886450 0.5 -0.8 0.5
N 17.108650 -17.436710 21.558450 -0.1 0.6 0.3
H 16.034700 -17.010720 18.341880 0.0 -0.2 0.0
H 15.497440 -16.123040 19.755160 -0.2 0.2 0.0
H 15.163710 -17.831460 19.671020 0.2 -0.2 0.0
H 17.648160 -18.210400 19.729230 0.2 -0.3 -0.4
H 17.989150 -15.334930 20.350220 0.1 0.4 -0.1
H 18.071840 -16.005990 18.668470 0.2 0.3 -0.2
H 21.546710 -15.763200 20.157330 0.0 -0.5 -0.1
H 20.434660 -14.619810 20.638730 -0.9 0.1 0.1
H 20.712610 -14.920780 18.919740 -0.7 -0.1 -0.4
H 16.366430 -18.073350 21.811230 -0.1 -0.1 -0.1
H 17.974820 -17.823210 21.905540 0.1 0.0 0.2
C 17.479870 -12.996890 16.043550 -0.9 0.0 -0.1
C 18.795430 -13.408960 16.630990 0.8 -0.7 -1.2
C 19.420790 -14.570180 15.816180 -0.6 0.0 0.5
O 18.608570 -15.713150 15.907790 -1.1 0.6 0.3
C 19.075470 -16.797570 15.190950 0.4 -1.0 0.1
N 19.743010 -12.316020 16.646120 1.0 0.3 0.9
H 17.448830 -12.907840 14.957630 0.5 -0.3 -0.2
H 17.153230 -12.007910 16.364980 -0.1 -0.1 0.5
H 16.741470 -13.754940 16.304780 -0.2 0.2 0.0
H 18.675890 -13.747230 17.660260 -0.1 0.1 0.1
H 20.414610 -14.845300 16.169360 0.3 0.3 0.2
H 19.500430 -14.209540 14.790650 0.1 -0.1 -0.4
H 18.438070 -17.670010 15.334720 -0.4 0.3 0.0
H 20.028560 -17.125200 15.606130 0.5 0.1 -0.3
H 19.149280 -16.606050 14.120450 0.2 0.1 -0.2
H 20.598640 -12.712170 17.008150 0.4 0.1 0.3
H 20.049180 -11.929720 15.764570 -0.6 -0.3 -0.7
C 23.102900 -12.216800 18.271250 0.8 -0.3 0.1
C 24.024170 -13.341790 17.648810 -1.3 1.8 2.2
C 24.864160 -14.042280 18.673190 0.0 -0.1 2.3
O 24.029330 -14.683770 19.724550 -0.1 1.0 -1.1
C 24.761540 -15.519030 20.591350 1.1 0.0 -0.7
N 23.193030 -14.339450 17.091460 -0.6 -1.1 -1.8
H 23.654190 -11.694740 19.053330 -0.1 0.1 0.0
H 22.195430 -12.586240 18.748860 0.2 -0.5 0.1
H 22.748860 -11.473620 17.556810 0.3 -0.1 -0.3
H 24.717530 -12.849150 16.967150 -0.1 -0.3 -0.5
H 25.519470 -13.333970 19.180110 0.3 0.0 0.2
H 25.474060 -14.786870 18.161610 0.1 -0.3 0.1
H 24.284130 -15.819220 21.524120 -0.7 0.4 -0.3
H 25.681460 -15.005030 20.870010 0.3 0.0 0.2
H 25.030820 -16.416230 20.034010 0.2 -0.3 0.1
H 23.857940 -15.043490 16.804560 -0.2 -0.6 -0.8
H 22.747220 -14.818820 17.860590 -0.4 0.1 0.3